Version 1
C5H11NO | ωB97M-V/def2-TZVPD

The spin multiplicity is 2. The gap between HOMO and LUMO (alpha / beta) is 0.132 / 0.261 Ha. The net charge is -1. Its expectation value of S² is 0.754. The highest occupied orbital energy (alpha / beta) is 0.45 / -3.11 eV.

```
18
C5H11NO, DFT ωB97M-V/def2-TZVPD
C 0.27 -0.33 -2.12
C -0.82 0.47 -1.42
N -0.98 0.13 -0.01
C 0.00 0.66 2.14
C 0.24 0.01 0.77
C 0.78 -1.38 0.89
O 1.95 -1.58 1.39
H 0.46 -1.30 -1.65
H 1.19 0.24 -2.28
H -0.04 -0.51 -3.15
H -1.78 0.34 -1.94
H -0.58 1.54 -1.52
H -1.65 0.75 0.42
H 0.03 1.76 2.07
H -0.99 0.39 2.52
H 0.79 0.38 2.85
H 1.02 0.67 0.32
H 0.10 -2.22 0.72
```

Mulliken atomic charge list, values in e, 6 entries:
1. C -1.11
2. C -0.49
3. N -0.43
4. C -1.62
5. C 0.79
6. C -0.69

---

Version 2
C5H11NO | ωB97M-V/def2-TZVPD

The spin multiplicity is 2. The gap between HOMO and LUMO (alpha / beta) is 0.120 / 0.250 Ha. The net charge is -1. Its expectation value of S² is 0.753. The highest occupied orbital energy (alpha / beta) is 0.57 / -3.00 eV.

```
18
C5H11NO, DFT ωB97M-V/def2-TZVPD
C -1.71 0.88 -0.20
C -0.79 0.21 0.87
N 0.63 0.08 0.54
C 1.19 1.38 0.11
C 0.93 -0.98 -0.42
C 0.45 -2.39 -0.15
O 1.14 -3.38 -0.54
H -2.26 1.77 0.12
H -1.02 1.09 -1.02
H -2.52 0.22 -0.51
H -0.77 0.84 1.76
H -1.17 -0.77 1.13
H 0.59 2.17 0.58
H 2.18 1.40 0.57
H 1.19 1.61 -0.96
H 2.01 -0.93 -0.59
H 0.52 -0.71 -1.45
H -0.59 -2.49 0.16
```

Mulliken atomic charge list, values in e, 6 entries:
1. C -0.92
2. C -0.80
3. N 0.02
4. C -1.21
5. C -0.26
6. C -0.47

---

Which of the structures shown above is the most stable? The most stable is version 1.